# 1
{
  "formula": "C4H6N2",
  "method": "ωB97M-V/def2-TZVPD",
  "species": ["C", "C", "N", "H", "H", "H", "C", "C", "N", "H", "H", "H"],
  "positions_angstrom": [[1.07251, 1.33254, -1.42106], [1.93036, 2.27067, -2.11473], [2.69138, 2.95025, -2.71243], [1.42406, 0.31350, -1.58250], [0.08640, 1.31481, -1.88514], [0.92526, 1.67776, -0.39771], [-1.64361, -1.68200, 2.05330], [-0.72980, -1.56825, 0.96980], [-0.02670, -1.46074, 0.05469], [-1.37219, -0.90323, 2.76600], [-1.64648, -2.72707, 2.36301], [-2.71122, -1.51820, 1.90671]],
  "forces_ev_per_angstrom": [[1.23, 1.68, -0.18], [-2.04, -2.47, 1.37], [1.11, 1.20, -0.86], [0.20, -0.46, 0.13], [-0.64, 0.08, -0.52], [0.07, -0.27, 0.15], [-0.85, -0.23, 1.04], [0.59, 0.43, -2.54], [-0.50, 0.17, 1.02], [0.21, -0.64, 0.64], [0.51, 0.19, 0.81], [0.13, 0.33, -1.06]],
  "multiplicity": 2,
  "e_homo_ha": [-0.54762, -0.54643],
  "energy_ev": -7212.922,
  "orbital_gap_ev": [9.7380, 3.0693],
  "s2": 0.755,
  "lumo_energy_ev": [-5.16, -11.80],
  "charge": 1,
  "de_lowest_kj_mol": 416.7
}

# 2
{
  "formula": "C6H25N2O4",
  "method": "ωB97M-V/def2-TZVPD",
  "species": ["N", "C", "C", "C", "C", "N", "C", "C", "H", "H", "H", "H", "H", "H", "H", "H", "H", "H", "H", "H", "H", "H", "H", "H", "H", "H", "H", "O", "H", "H", "O", "H", "H", "O", "H", "H", "O"],
  "positions_angstrom": [[-0.46758, -0.92078, -2.33584], [-0.77320, -1.15222, -0.84045], [0.53102, -1.56875, -0.13951], [1.22451, -2.74268, -0.78950], [-1.35252, 0.12062, -0.28733], [-1.96857, -0.19462, 1.02385], [-3.41900, -0.22102, 0.89252], [-1.54086, 0.63777, 2.14196], [-1.18315, -1.37351, -2.95495], [-0.41608, 0.10256, -2.53329], [0.47935, -1.19627, -2.65867], [-1.37108, -2.05867, -0.84914], [0.07100, -1.79583, 0.80858], [1.22638, -0.75354, 0.00082], [2.12566, -2.46354, -1.31787], [1.46051, -3.56758, -0.10727], [0.58134, -3.36236, -1.42672], [-2.02980, 0.66993, -0.93719], [-0.53411, 0.82047, -0.07822], [-3.85872, 0.76962, 0.81538], [-3.82567, -0.65416, 1.79753], [-3.67754, -0.91778, 0.09510], [-0.59356, 1.12093, 1.92443], [-1.45255, 0.02972, 3.03231], [-2.22668, 1.48392, 2.28435], [2.17728, 1.83414, 0.28505], [3.16961, 1.57755, -0.93735], [2.27735, 1.83376, -0.67312], [1.17942, 1.86340, -2.02616], [0.59241, 2.00863, -3.61435], [0.59273, 1.58396, -2.75181], [1.78222, 3.48306, 2.78153], [1.23788, 4.15917, 1.54055], [1.57339, 3.31110, 1.85797], [2.66400, -1.49943, 1.58225], [3.28156, -0.29199, 2.35990], [2.46303, -0.67558, 2.03467]],
  "forces_ev_per_angstrom": [[-0.07, 0.78, 0.36], [2.04, -0.11, -2.16], [-1.26, 0.14, -0.07], [-0.35, -1.59, 0.29], [0.01, 0.22, 1.86], [-0.09, 0.35, -0.78], [0.54, -0.98, 0.71], [-0.16, 0.38, -0.72], [0.06, 0.07, -0.21], [-0.21, -0.21, -0.08], [-0.13, -0.55, 0.12], [-0.72, 0.34, 0.27], [0.57, -0.39, 0.89], [-0.13, 0.38, -0.05], [0.10, 0.00, -0.31], [0.51, 0.50, 0.58], [-0.09, 0.71, -0.54], [-0.25, -0.28, -0.32], [0.08, -0.18, -0.35], [-0.16, 0.33, -0.53], [-0.21, -0.15, 0.34], [-0.23, 0.40, -0.22], [0.37, -0.28, 0.08], [-0.06, 0.08, 0.37], [-0.19, -0.11, 0.31], [0.28, 0.07, 0.13], [-0.16, -0.02, 0.42], [-0.08, 0.04, -0.41], [0.30, 0.52, -0.58], [0.60, 0.45, 0.44], [-1.04, -0.86, 0.04], [0.02, -0.14, 0.04], [0.04, -0.18, -0.13], [-0.06, 0.19, 0.04], [0.26, 0.00, 0.07], [0.15, -0.29, -0.06], [-0.27, 0.36, 0.12]],
  "multiplicity": 2,
  "e_homo_ha": [-0.09199, -0.31737],
  "energy_ev": -17793.918,
  "orbital_gap_ev": [2.5830, 8.6718],
  "s2": 0.750,
  "lumo_energy_ev": [0.08, 0.04],
  "charge": 0,
  "de_lowest_kj_mol": 116.3
}

# 3
{
  "formula": "H29O15",
  "method": "ωB97M-V/def2-TZVPD",
  "species": ["O", "H", "H", "O", "H", "H", "O", "H", "H", "O", "H", "H", "O", "H", "H", "O", "H", "H", "O", "H", "H", "O", "H", "H", "O", "H", "H", "O", "H", "O", "H", "H", "O", "H", "H", "O", "H", "H", "O", "H", "H", "O", "H", "H"],
  "positions_angstrom": [[0.89762, 4.34800, -1.56390], [1.15535, 4.99102, -0.89896], [-2.93184, 0.31097, 1.68626], [-0.26001, -3.32167, 0.27192], [0.56296, -3.43861, -0.22195], [-0.02919, -2.38116, 0.60387], [-3.90625, 0.37247, 1.79848], [-3.89285, -0.60068, 1.73672], [0.14952, 0.71905, 3.06038], [3.61811, 2.37007, -3.00645], [4.32302, 1.78779, -3.10170], [2.86045, 1.78714, -2.92911], [-0.14411, 1.75392, 0.63208], [-0.17968, 1.64726, -0.33045], [-0.28973, -0.49171, -1.25351], [-2.80702, 2.32067, 3.38469], [-3.15882, 1.43487, 3.19407], [-2.38280, 2.64468, 2.58671], [0.26608, -0.84319, 0.98948], [0.10949, 0.80690, 0.80104], [0.78552, -0.96179, 1.78822], [0.58768, 2.67712, -3.31301], [0.75704, 3.58460, -3.57878], [0.69051, 3.50817, -1.14960], [-2.41255, -2.17023, -3.49291], [-1.91847, -2.30920, -4.30485], [-1.85416, -2.68359, -2.89347], [-2.88883, -5.01958, -0.42543], [-3.24807, -4.18345, -0.07041], [-1.95869, -1.60816, 1.90428], [-1.04854, -1.27017, 1.49396], [-2.04550, -1.68736, 2.85144], [4.47720, 0.36106, 0.48310], [4.25899, 0.98463, -0.21150], [3.67651, 0.31528, 1.01855], [-0.27857, 0.32634, -1.76001], [-1.17629, 0.60304, -1.95577], [1.47241, 2.40984, -3.04161], [1.07720, 0.93609, 3.19400], [1.14527, 1.73049, 3.71974], [-2.03410, -4.56347, -0.47597], [3.02397, -2.17707, 0.87485], [2.72971, -2.78050, 1.56622], [2.22142, -2.23989, 0.33930]],
  "forces_ev_per_angstrom": [[0.23, 1.01, -0.11], [-0.08, -0.34, 0.32], [-0.07, 0.98, -0.19], [1.00, 0.63, -0.26], [-0.26, -0.68, -0.24], [-0.75, -0.32, -0.04], [1.17, -1.18, -0.22], [-1.07, -0.08, 0.12], [-0.09, 0.43, 0.00], [-1.76, 1.52, 0.30], [2.12, -1.56, -0.30], [0.21, -0.35, 0.08], [0.10, 0.01, -0.44], [-0.23, 0.27, 0.00], [-0.30, 0.04, 0.34], [0.14, 0.05, 0.68], [-0.08, 0.50, -0.29], [0.01, -0.26, -0.21], [-0.28, -0.63, -0.17], [0.00, 0.11, 0.52], [0.36, 0.17, 0.00], [0.13, -0.66, -0.77], [-0.20, 0.21, 0.15], [-0.06, 0.02, 0.42], [0.52, -0.40, 0.04], [-0.18, 0.28, -0.41], [-0.36, 0.14, 0.43], [0.28, 1.76, 0.30], [-1.13, -0.69, 0.13], [-0.75, 0.11, -0.92], [-0.23, 0.04, 1.06], [0.70, 0.10, 0.18], [0.14, 0.17, 0.04], [-0.07, 0.18, -0.07], [-0.06, -0.24, -0.03], [0.54, 0.17, -0.49], [-0.16, -0.35, -0.02], [-0.69, 0.15, 0.01], [0.53, -0.63, 0.09], [-0.38, 0.21, 0.07], [1.03, -0.94, -0.26], [-0.54, -0.73, 0.05], [0.46, -0.02, 0.45], [0.12, 0.79, -0.33]],
  "multiplicity": 1,
  "e_homo_ha": -0.25294,
  "energy_ev": -31184.697,
  "orbital_gap_ev": 9.4093,
  "lumo_energy_ev": 2.53,
  "charge": -1,
  "de_lowest_kj_mol": 147.0
}